1.
One molecule with the formula C3H4N2OS in a non-equilibrium geometry. Source: OMol25; level of theory: the ωB97M-V functional and the def2-TZVPD basis.

The geometry in XYZ format:
```
11
Properties=species:S:1:pos:R:3:forces:R:3
C 0.7039 0.0516 -0.0449 -4.62 1.46 -0.63
C 0.1194 1.4040 -0.0222 1.20 -1.64 -0.14
C -1.2431 1.0991 -0.1043 -0.13 4.35 0.74
H 2.8143 0.9151 0.7439 -1.15 -2.95 -1.66
H 0.7035 2.3751 0.0690 -1.25 -1.55 -0.28
H -2.1635 1.6802 -0.0915 0.58 0.30 0.13
H -2.5186 -1.6608 -0.2249 -1.27 4.05 2.16
N -1.4184 -0.1666 -0.0721 -0.17 0.22 -0.59
N -0.3450 -0.8779 -0.1780 3.16 -0.42 1.58
O -2.6633 -0.6213 0.2489 1.05 -5.98 -2.80
S 2.3334 -0.3973 0.0182 2.59 2.15 1.49
```
Positions in Å, forces in eV/Å.

The calculation puts the total energy at -19034.46124 eV. Its HOMO-LUMO gap is 0.319 Eh. The SMILES is On1ccc(S)n1. The calculation puts the energy relative to the best compared isomer or geometry (same formula, charge and spin) at 442.6 kJ/mol. The value obtained for the HOMO energy is -8.165 eV.


2.
C56H53Br6F3Li2N9O13 as an isolated structure in a non-equilibrium geometry. Source: OMol25; level of theory: the ωB97M-V functional and the def2-TZVPD basis.

The geometry in XYZ format:
```
142
Properties=species:S:1:pos:R:3:forces:R:3
Li -0.1126 -0.5151 -5.1976 1.19 -0.64 1.53
Li 0.6923 -1.7094 -2.7333 0.75 0.37 -0.73
C 2.4745 -2.1772 -4.3621 4.30 -0.36 -0.05
O 3.4226 -2.6152 -5.0939 -1.92 0.28 -0.24
O 1.3791 -1.6534 -4.7691 -3.31 1.01 -1.57
O 2.6749 -2.1022 -3.0942 -1.10 -0.09 2.04
C -0.3229 0.6596 -2.0219 1.50 -0.84 -2.38
O 0.5184 -0.2831 -1.3270 -0.76 -0.40 1.32
O -0.6821 0.0278 -3.1692 -0.71 0.66 0.47
C -1.5207 1.1780 -1.1801 1.10 -1.04 -0.68
F -2.3191 0.1790 -0.7875 -0.47 -0.06 -0.02
F -1.1084 1.7987 -0.0624 0.03 0.52 0.29
F -2.2486 2.0551 -1.8970 -0.10 0.01 0.23
C 1.7168 0.0796 -0.6613 0.64 -0.60 0.61
C 2.2764 -1.1901 0.0033 0.43 -0.70 0.32
H 2.9251 -1.0231 0.8703 0.02 0.67 -0.07
H 1.5496 -1.8965 0.4134 -0.56 0.39 -0.22
H 2.8852 -1.7899 -0.6793 -0.15 0.25 -0.43
H 1.6045 0.8682 0.0890 -0.48 0.07 -0.01
H 2.4875 0.4122 -1.3575 -0.24 0.20 -0.32
H 0.3805 1.4860 -2.2085 -0.42 0.75 0.12
C -0.8621 4.0385 2.6058 0.46 0.43 -0.26
Br -1.3227 5.6060 1.5063 -0.01 -0.68 0.55
Br -1.2241 4.3587 4.4786 0.10 0.06 -0.40
Br 1.0126 3.6016 2.2713 -0.60 0.02 0.24
H -1.4554 3.1934 2.2765 -0.05 0.08 0.01
C 1.0923 4.6748 -1.5007 0.90 0.17 -0.37
Br 2.7542 3.7743 -0.9094 -0.77 0.39 -0.32
Br 0.7453 4.2673 -3.3832 0.09 0.19 0.70
Br 1.2374 6.6142 -1.2034 -0.16 -0.86 -0.14
H 0.2686 4.2829 -0.9151 0.07 0.07 0.08
C 3.5039 -3.8458 6.8014 0.08 -0.09 -0.93
C 2.5445 -4.8570 6.7059 0.16 0.30 1.33
C 1.7219 -4.9701 5.6130 -0.15 0.43 -1.12
C 1.8838 -4.0468 4.5727 -0.14 -0.41 0.38
C 2.9381 -3.1698 4.5512 -0.15 1.00 0.37
C 3.7013 -3.0305 5.7023 0.56 -0.14 -0.30
N 0.9189 -4.0502 3.4576 1.01 -0.72 -1.22
O 0.1505 -4.9878 3.3739 -0.34 0.13 0.40
O 1.0556 -3.2076 2.5868 -0.20 0.15 0.58
H 4.1902 -3.7398 7.6294 -0.30 -0.14 0.29
H 2.3974 -5.4507 7.5999 -0.04 -0.43 -0.29
H 0.9977 -5.7525 5.4360 -0.17 0.05 0.50
H 3.1436 -2.5062 3.7243 -0.29 -0.17 -0.19
H 4.5143 -2.3154 5.6775 -0.02 0.03 0.15
C -3.1011 4.9887 -3.4386 -0.02 0.09 1.05
C -2.6556 5.2936 -2.1386 0.16 0.10 -1.01
C -2.5288 6.6107 -1.7496 0.46 -0.33 0.05
C -2.8765 7.6454 -2.6148 0.40 -1.37 0.54
C -3.3320 7.3432 -3.8809 0.42 0.74 -0.25
C -3.4290 6.0187 -4.2956 0.03 0.20 -0.15
N -2.5729 9.0076 -2.1875 -0.49 0.23 -0.11
O -3.0291 9.9170 -2.8490 -0.01 0.16 -0.29
O -1.9109 9.1559 -1.1846 0.21 -0.03 0.18
H -3.2067 3.9530 -3.7292 0.29 0.00 -0.22
H -2.2129 4.5441 -1.4977 -0.42 -0.25 0.06
H -1.9914 6.7438 -0.8259 -0.28 0.67 0.11
H -3.4469 8.1768 -4.5614 -0.34 -0.14 -0.10
H -3.6745 5.8099 -5.3279 -0.21 -0.01 0.04
C 0.0829 0.0026 3.0762 1.29 0.18 -0.34
C -0.8134 -0.4122 2.1151 -1.86 -0.49 -0.09
C -2.1893 -0.2239 2.3315 0.36 0.77 1.02
C -2.5537 0.5026 3.4668 0.34 -0.46 0.43
C -1.6493 0.8550 4.4683 -0.01 0.67 -0.58
C -0.3062 0.6057 4.2566 -0.62 -0.01 -0.05
N -3.9658 0.8354 3.7126 -0.43 -0.44 -0.17
O -4.2899 1.9999 3.7674 0.34 0.44 0.07
O -4.7424 -0.0903 3.8440 0.08 -0.23 -0.10
H 1.1494 -0.0312 2.8814 0.00 -0.40 -0.12
H -0.6114 -0.9430 1.1937 0.82 0.16 0.06
H -2.9525 -0.5719 1.6524 0.09 0.03 -0.15
H -1.9093 1.4876 5.3054 -0.47 -0.27 0.07
H 0.3986 0.9511 5.0002 0.19 -0.09 -0.13
C -6.2743 0.8089 -3.8795 -0.48 0.11 -0.60
C -5.3890 1.8552 -3.6403 -0.64 -0.20 0.49
C -5.8821 3.0796 -3.1738 0.57 -0.57 0.16
C -7.2326 3.2252 -2.9165 0.63 -0.43 -0.70
C -8.1171 2.1929 -3.2027 -0.55 -0.04 0.10
C -7.6529 1.0129 -3.7499 0.73 0.19 0.40
N -7.6947 4.4764 -2.3377 -1.31 -0.02 1.18
O -8.6180 4.3714 -1.5342 0.22 -0.05 -0.39
O -7.1846 5.5322 -2.6254 0.58 -0.06 -0.43
H -5.9447 -0.1689 -4.2063 0.25 0.07 -0.04
H -4.3243 1.6750 -3.7038 0.06 0.14 -0.09
H -5.1572 3.8252 -2.8882 -0.33 0.35 -0.07
H -9.1744 2.2256 -2.9786 0.02 0.57 0.01
H -8.3716 0.2453 -3.9981 0.12 -0.15 0.04
N 5.3059 2.1318 1.5484 -0.60 0.69 0.15
C 5.0637 0.8912 1.9716 0.49 -0.09 -0.11
C 4.4651 0.5964 3.1821 -0.56 -0.01 -0.11
C 4.0121 1.6417 3.9578 -0.22 0.32 0.63
C 4.1535 2.9421 3.5178 1.08 0.51 -1.34
C 4.8272 3.1474 2.2860 -0.53 -1.16 0.75
H 5.4039 0.1013 1.3111 0.04 -0.03 -0.04
H 4.2285 -0.4087 3.5066 0.35 -0.16 -0.21
H 3.5474 1.4279 4.9135 -0.08 0.07 -0.01
H 3.8466 3.8277 4.0554 -0.25 -0.19 0.23
H 4.9226 4.1448 1.8801 0.23 0.08 -0.01
N 5.8358 -1.2922 -2.2651 -0.09 0.39 0.91
C 5.1798 -0.1206 -2.1102 0.39 -0.46 -0.04
C 5.7566 1.0142 -1.5325 -0.17 0.17 -0.70
C 7.0732 0.9475 -1.1388 0.24 -0.06 1.05
C 7.7003 -0.2748 -1.1679 0.36 0.32 0.32
C 7.0430 -1.3586 -1.7066 0.60 0.17 -0.81
H 4.1586 -0.1195 -2.4704 -0.01 -0.14 -0.23
H 5.2450 1.9698 -1.4830 -0.24 -0.24 0.02
H 7.6094 1.7503 -0.6466 -0.29 0.36 -0.28
H 8.7057 -0.3571 -0.7717 0.01 -0.20 -0.09
H 7.6813 -2.2337 -1.7989 -0.71 -0.55 -0.14
N 6.3036 -4.8201 2.7478 -0.65 0.35 0.20
C 6.1202 -3.5766 2.2453 0.24 -1.52 -0.33
C 4.9830 -3.2134 1.5412 0.07 -0.04 0.32
C 3.9472 -4.1442 1.4074 0.25 0.57 -0.71
C 4.1145 -5.3983 1.9411 0.16 -0.55 0.31
C 5.2873 -5.6826 2.6190 0.72 0.54 0.09
H 7.0134 -2.9668 2.2790 -0.18 0.38 0.13
H 4.9728 -2.2375 1.0745 -0.32 -0.03 -0.10
H 3.0888 -3.9085 0.7922 -0.09 0.09 0.11
H 3.4336 -6.2319 1.8218 -0.38 0.32 -0.11
H 5.4282 -6.6672 3.0475 0.13 -0.05 0.01
N -0.2577 -3.3106 -1.9553 -0.26 0.09 0.13
C 0.5340 -4.1226 -1.2541 0.25 -1.14 -0.67
C 0.1007 -5.3509 -0.7614 -0.47 0.90 0.17
C -1.2364 -5.6501 -0.9463 -0.18 -1.56 -0.15
C -2.0774 -4.8378 -1.6597 0.28 1.40 -1.09
C -1.5380 -3.6425 -2.1658 0.34 -0.13 1.69
H 1.5954 -3.9037 -1.2234 -0.04 0.52 -0.02
H 0.7556 -6.0161 -0.2186 0.07 0.03 -0.02
H -1.6245 -6.6200 -0.6506 0.09 0.05 0.30
H -3.0907 -5.0929 -1.9378 -0.10 -0.12 0.36
H -2.1683 -2.8312 -2.5039 0.03 -0.20 -0.73
N -5.2776 -2.6493 -3.5654 -0.17 -0.11 1.28
C -4.7145 -2.0790 -2.4792 -0.02 0.43 -1.13
C -4.9266 -2.4483 -1.1712 -0.76 -0.61 -0.06
C -5.7770 -3.5470 -0.9424 1.37 0.62 -0.25
C -6.3372 -4.1750 -2.0461 0.02 -0.48 1.04
C -6.0970 -3.6806 -3.3056 0.77 0.56 -1.15
H -4.0317 -1.2667 -2.7061 0.05 0.07 0.09
H -4.4166 -1.8811 -0.4059 -0.06 -0.24 0.23
H -5.8021 -3.9758 0.0500 -0.47 0.03 0.04
H -6.8507 -5.1119 -1.8743 -0.32 0.11 -0.29
H -6.4620 -4.1320 -4.2204 -0.38 -0.30 0.24
```
Positions in Å, forces in eV/Å.

The calculation puts the total energy at -527770.10432 eV. Its HOMO-LUMO gap is 0.149 Eh. As for the total charge: -1. The value obtained for the HOMO energy is -3.381 eV.


3.
A 2-piece molecular cluster, C2H9N4 overall in a non-equilibrium geometry. Source: OMol25; level of theory: the ωB97M-V functional and the def2-TZVPD basis.

The geometry in XYZ format:
```
15
Properties=species:S:1:pos:R:3:forces:R:3
C -2.1349 -0.1137 0.4096 1.11 -1.25 1.22
C 2.0839 -0.0684 0.3658 -0.36 1.68 0.11
N -1.9431 -1.2832 -0.0806 -0.71 -0.21 0.53
N -1.1574 0.8963 0.0572 -3.35 -3.20 1.42
N 1.2493 -0.4772 -0.7118 0.66 -1.44 1.61
N -0.5378 0.8910 -1.0529 1.81 1.27 -1.97
H -2.7837 0.2683 1.2745 0.58 -0.78 -1.41
H 1.6556 -0.3273 1.3060 -0.08 -1.31 0.65
H 3.1310 -0.3238 0.2182 -0.02 0.14 0.05
H 1.9246 1.0037 0.5152 0.79 0.58 -0.63
H -2.5015 -2.1750 0.1630 0.60 2.64 -0.15
H -1.1185 1.6622 0.6403 -0.41 2.30 1.27
H 1.6677 -0.5981 -1.6009 0.10 0.02 -1.23
H 0.6108 -1.1841 -0.3966 -1.09 -0.37 -0.72
H -0.1459 1.8293 -1.1069 0.37 -0.06 -0.75
```
Positions in Å, forces in eV/Å.

The calculation puts the total energy at -8168.40550 eV. Its HOMO-LUMO gap (spin up / spin down) is 0.335 / 0.252 Eh. The expectation value of S² is 2.016. The spin multiplicity is 3. As for the total charge: +1. The calculation puts the energy relative to the best compared isomer or geometry (same formula, charge and spin) at 121.5 kJ/mol. The value obtained for the HOMO energy (spin up / spin down) is -12.159 / -14.357 eV.


4.
A 5-piece molecular cluster, H10O5 overall in a non-equilibrium geometry. Source: OMol25; level of theory: the ωB97M-V functional and the def2-TZVPD basis.

The geometry in XYZ format:
```
15
Properties=species:S:1:pos:R:3:forces:R:3
O 1.4019 0.7224 2.7269 0.84 0.34 0.97
H 1.1126 1.0165 1.8596 0.24 -0.21 -0.28
H 2.2722 1.1248 2.9290 -0.92 -0.30 -0.40
O 0.3692 0.2963 0.2320 0.08 -1.25 1.29
H 0.9441 0.0302 -0.4609 1.24 -1.22 -0.73
H 0.1245 1.0978 -0.1623 -1.28 2.25 -0.78
O 0.6141 -2.6715 0.0557 1.01 -1.24 1.40
H 0.4563 -1.9406 0.6436 -0.13 0.48 0.40
H 0.3129 -2.3781 -0.7740 -0.76 0.64 -1.61
O -0.4746 2.4757 -1.1254 0.48 0.06 -0.18
H -1.3062 2.3144 -1.5617 -0.45 -0.05 -0.30
H -0.7042 2.8598 -0.2836 -0.22 0.49 0.41
O -1.4212 -1.7100 -1.5578 0.43 -1.23 -0.53
H -1.7999 -0.8480 -1.4673 -0.60 0.38 0.48
H -1.9017 -2.3895 -1.0537 0.04 0.86 -0.14
```
Positions in Å, forces in eV/Å.

The calculation puts the total energy at -10399.51203 eV. Its HOMO-LUMO gap is 0.395 Eh. The SMILES is O.O.O.O.O. The calculation puts the energy relative to the best compared isomer or geometry (same formula, charge and spin) at 129.0 kJ/mol. The value obtained for the HOMO energy is -10.707 eV.


- Number 1 is which compound?
  C3H4N2OS